{
  "formula": "C27H66O30S6",
  "method": "ωB97M-V with the def2-TZVPD basis set",
  "symbols": ["H", "S", "C", "O", "H", "H", "H", "C", "H", "O", "O", "H", "H", "C", "O", "S", "H", "C", "O", "C", "S", "C", "H", "C", "H", "H", "O", "H", "H", "C", "H", "O", "C", "H", "H", "O", "C", "C", "O", "H", "H", "O", "H", "S", "H", "C", "H", "O", "H", "O", "H", "O", "S", "O", "O", "C", "H", "H", "O", "C", "H", "O", "H", "O", "O", "O", "H", "H", "H", "O", "H", "H", "H", "C", "C", "H", "H", "H", "C", "H", "H", "H", "H", "C", "H", "C", "H", "H", "H", "H", "O", "O", "H", "H", "H", "C", "C", "H", "H", "C", "H", "H", "C", "C", "H", "H", "O", "H", "C", "H", "S", "O", "H", "O", "O", "H", "O", "H", "O", "H", "H", "H", "C", "H", "H", "H", "O", "C", "H"],
  "coordinates": [[-4.020512, -0.910416, -2.445829], [6.118629, 0.653804, 0.326411], [-1.098491, -4.754465, -1.360328], [6.735984, 1.493620, -0.914993], [-6.276920, -2.661478, 6.260682], [1.296939, 1.447945, -5.205995], [-3.335390, -7.061527, -6.285203], [5.956386, 1.798376, -1.983163], [-3.951716, 2.850289, 0.382916], [3.187346, -0.367179, 5.344447], [1.610958, 1.649276, -4.324467], [-3.041869, 4.753165, -1.994279], [-1.722448, 1.415626, -2.621228], [-2.299443, 5.144726, -2.689681], [-3.019012, 2.716452, 0.551413], [-3.074206, -3.018378, -1.531708], [-2.772585, 5.514615, -3.599312], [3.088604, 6.298229, 0.997268], [-1.909917, 1.527753, -1.689287], [-0.794279, -3.748944, 2.896280], [-3.097533, -0.716344, 3.781605], [6.699897, 2.052999, -3.305566], [-0.473728, 4.711769, 2.758705], [0.824057, -0.815752, -1.195487], [1.208691, -0.281309, 5.893999], [-2.722197, 2.161043, -0.169448], [-2.005719, -4.628816, -6.348089], [2.054656, 3.303662, -2.149616], [-2.106940, -6.397997, -2.007533], [-2.238895, -4.313879, 2.736769], [7.226368, 1.188282, -3.709521], [4.188632, -0.471228, 3.254853], [1.732467, -2.047462, 5.025264], [5.225485, 1.015720, -2.186508], [-3.076538, 1.556146, 4.496212], [-1.627424, -0.792400, 3.534233], [3.313561, -0.837702, 4.036536], [1.298517, 3.755802, -1.507804], [-1.940188, -5.702098, 2.683008], [1.725554, 0.794381, -3.909446], [-1.487386, 0.779404, -1.267768], [-1.767784, -3.810691, -2.140873], [-3.436689, -4.100629, -5.049466], [-1.377057, 6.599867, -1.931600], [1.819774, 1.177082, 1.074486], [0.174682, 4.814373, 1.888566], [-4.634090, 0.991769, 3.751241], [-4.215451, -3.920512, -1.747832], [0.639247, 4.997536, -2.996273], [2.350125, -1.749171, 3.733593], [4.457148, 1.738882, 1.909094], [-2.713054, -2.349726, -0.286010], [-1.088485, -3.299615, -6.266674], [-0.324387, -3.109174, -7.521286], [-0.238466, -7.061475, 2.239447], [0.005473, 0.210473, 0.654547], [-2.887026, -4.018028, 3.561690], [0.519050, 2.993910, -1.514292], [-0.162975, 5.733896, -1.214878], [-3.238974, -1.599878, -2.765127], [-2.325319, -1.012459, -2.674177], [2.054130, 3.087601, 2.781865], [1.896695, 3.670450, -0.600611], [2.597422, 4.996827, 1.213786], [-0.221925, -0.748194, -0.369729], [2.263375, 5.465457, 3.577025], [0.188145, 5.820863, 1.470345], [1.833023, -0.543485, 1.434415], [0.551462, -3.007583, -4.414770], [-4.133416, -1.470066, 3.021600], [2.451178, 6.706568, 0.213016], [4.965866, 2.777987, 0.553977], [-0.564521, -3.388416, 3.898942], [-1.944685, -5.983729, -1.012467], [2.030479, -0.993982, 5.963642], [-0.261618, -5.208967, -1.890580], [-5.284942, -0.342125, 5.715898], [5.988385, 2.148187, -4.125793], [5.298776, 2.042912, 1.286733], [-0.606047, -2.923452, 2.209817], [4.733049, 5.293862, -0.082615], [2.151048, -2.976785, 5.411587], [-0.832148, -4.211540, -0.453468], [-3.546692, 1.010225, 3.678270], [4.622743, 7.101103, -0.396573], [4.469482, 6.278928, 0.302455], [-0.603384, -4.271377, -4.109476], [6.016373, 2.575602, 1.910753], [-4.402826, -6.625789, -4.961960], [-3.413140, -1.915120, -3.793901], [-1.900064, -2.179491, -5.696044], [1.874613, -0.175566, -0.602008], [-0.454713, -0.252336, 1.527552], [5.246923, 6.471773, 1.041706], [-4.571141, -1.372324, 6.920582], [0.846287, 5.225910, -1.950764], [-5.508766, -2.516253, 5.501109], [-0.008640, 4.003574, 1.183507], [2.142094, -1.378931, 6.977277], [-4.689671, -1.246129, 5.844417], [-5.976991, -2.279930, 4.545586], [-2.804334, -3.930548, 1.887393], [-2.931375, -5.011043, -5.371802], [-3.845137, -6.224473, -5.808149], [5.350092, 2.697136, -1.870316], [-1.453192, 4.511758, -2.956693], [-0.012608, -4.812147, 2.538870], [-4.535833, -5.850196, -6.563769], [1.487314, 0.202030, 0.718324], [-3.193334, 1.417353, 2.730918], [1.902945, 4.493547, 2.576292], [0.754080, -1.344098, -2.308485], [-0.387265, 1.215297, 0.499025], [-0.778244, 7.586083, -2.894247], [-3.337445, -1.036074, 5.423157], [0.642911, -2.075691, 5.037486], [7.185936, 0.190548, 1.156611], [3.153785, 6.862641, 1.927483], [-2.118743, 7.174764, -0.847001], [7.296155, 2.962286, -3.229564], [0.774393, -4.580960, -5.106486], [-1.412348, -6.666629, -0.350377], [-0.676531, -5.917296, 2.461242], [-2.422455, -5.480942, -4.530203], [1.756068, 5.826216, -1.956071], [-2.868568, -5.591580, -0.587306], [5.163177, -0.282398, -0.216779], [0.015472, -3.829064, -4.890153], [-4.956273, -3.454915, 5.542975]],
  "atomic_forces_ev_per_a": [[-0.310, -0.578, 0.381], [-1.232, 0.576, 1.214], [0.238, -1.264, 2.258], [1.793, -0.623, 2.287], [-0.098, 0.475, 0.040], [-0.055, -0.055, -0.272], [0.551, 0.257, 0.219], [-2.223, 0.254, -3.413], [-0.242, 0.068, 0.004], [0.333, -0.729, -0.693], [-0.062, 0.345, 0.140], [0.528, 0.023, 0.157], [0.029, 0.053, -0.338], [1.064, 1.778, -0.269], [-0.008, 0.184, 0.709], [-0.633, 0.847, -2.024], [0.013, 0.038, 0.090], [0.996, 0.865, -1.370], [-0.075, 0.183, 0.035], [-1.865, 1.998, -0.250], [0.002, -0.520, -0.234], [0.015, -0.478, 0.101], [-0.219, 0.173, -0.196], [0.386, -0.296, -1.761], [0.216, 0.444, 0.560], [0.120, -0.068, -0.571], [1.454, 0.571, -2.310], [-0.172, 0.598, -1.026], [-0.553, -0.669, 0.304], [0.553, 1.232, 0.588], [0.738, 0.015, 0.700], [-2.604, -0.865, 2.253], [-0.839, -2.580, -0.697], [0.046, -0.273, 0.222], [-0.084, -0.159, 0.019], [-3.383, -0.544, 0.759], [2.143, 1.292, -1.051], [0.503, 0.232, 0.361], [-2.971, -0.052, 0.184], [0.054, -0.379, 0.207], [0.194, -0.575, 0.083], [-1.596, 1.570, -1.158], [-0.525, -0.403, 0.121], [1.243, 1.941, -1.132], [0.651, -0.026, -0.670], [1.502, -0.762, 1.711], [0.095, 0.367, -0.057], [1.679, 1.556, 1.168], [-0.608, 0.762, -0.273], [-0.298, 0.718, 1.858], [0.183, -0.503, -0.242], [-0.686, -1.644, -0.896], [0.730, 1.568, 1.143], [-2.273, -0.841, 2.814], [-0.711, 3.445, 0.471], [-0.360, -0.997, 1.252], [0.204, -0.659, 0.421], [-0.446, 0.356, 0.174], [-2.686, 1.533, 1.050], [0.653, -0.645, 0.750], [0.228, -0.436, -0.176], [0.529, 0.158, -0.336], [-0.721, 0.533, 0.624], [0.688, -2.293, 0.547], [-1.469, 0.155, -0.968], [-0.228, -0.897, -0.064], [-0.129, -0.276, -0.012], [0.259, -0.120, -0.204], [-0.360, 0.424, -0.380], [2.843, 1.262, 1.568], [-0.622, 0.479, 0.639], [-0.241, -0.164, -0.160], [-0.073, -0.314, 0.057], [-0.108, 1.283, -0.630], [0.459, 2.380, -0.594], [0.384, 1.114, -0.233], [0.021, 0.005, -0.341], [-0.537, 0.629, 0.343], [0.230, -0.140, -0.946], [-0.024, 0.010, 0.021], [-0.339, 0.154, -0.503], [-0.093, -0.317, -0.551], [0.764, -0.266, 0.118], [0.007, -0.459, 0.315], [-0.467, -0.322, -0.363], [0.745, -0.135, 1.440], [-0.342, 0.271, -0.228], [0.338, -0.524, -0.094], [0.083, 0.341, 0.100], [0.181, -0.294, 0.265], [1.522, -2.501, -1.590], [-0.136, -0.324, -1.291], [0.000, 0.527, 0.188], [0.080, -0.121, 0.264], [0.364, 0.564, 0.145], [3.353, -3.753, -1.632], [0.299, 0.980, -0.812], [-0.003, 0.348, -0.118], [0.573, 0.433, -0.073], [-0.770, -0.931, 2.070], [-0.077, -0.961, -0.079], [0.484, -0.423, -0.580], [-0.835, -1.697, 1.453], [-0.005, 1.661, -0.972], [-0.001, 0.317, 0.764], [-0.494, -0.462, 0.092], [3.229, 0.012, -0.464], [-0.308, -0.172, 0.065], [0.440, 0.062, 1.302], [-0.144, -0.193, -0.144], [-2.130, 2.581, -1.381], [0.797, 1.451, 2.764], [-0.365, -0.141, -0.614], [-1.500, -3.419, 1.896], [0.702, -0.113, -2.766], [0.046, -0.617, -1.037], [0.028, 0.258, -0.849], [-0.446, 0.049, -0.214], [0.170, -0.795, -0.329], [0.267, -0.264, -0.247], [-0.251, 0.027, -0.864], [-0.082, 0.047, -0.075], [1.060, -5.207, -0.662], [0.510, 0.661, 0.342], [-0.201, 0.437, 0.158], [-0.152, -0.744, 0.124], [0.500, 0.905, 0.382], [0.058, -0.087, 0.129], [0.317, 0.232, -0.501]],
  "smiles": "CCOS(C)(=O)=O.CCOS(C)(=O)=O.CCOS(C)(=O)=O.CCOS(C)(=O)=O.CCOS(C)(=O)=O.CCOS(C)(=O)=O.O=C1OCCO1.O=C1OCCO1.O=C1OCCO1.O.O.O",
  "mol_weight_g_mol": 1063.20,
  "homo_ev": -10.7,
  "total_charge": 0,
  "orbital_gap_ev": 10.45,
  "fmax_ev_per_a": 5.36
}